Record 1
DFT (ωB97M-V/def2-TZVPD) results for C18H18Cl3IrN2O7S3Se as an isolated structure.

## Properties
Total charge = -1
Spin multiplicity = 2
Gap between HOMO and LUMO (spin up / spin down) = 6.90 / 7.15 eV
E = -6413.70578 a.u.

Structure (XYZ):
```
53
Properties=species:S:1:pos:R:3:forces:R:3
H -4.377507 1.982651 1.768939 -0.01 0.01 -0.02
H -2.118739 -1.079724 2.247332 -0.04 0.02 0.00
O -2.323728 0.898604 -0.628984 -0.31 0.06 -0.15
C 1.530331 2.889061 1.827682 -0.11 0.02 0.12
Cl 0.325783 1.642596 -1.715042 -0.32 -0.05 0.12
H 0.067852 4.423717 1.819513 0.02 0.01 0.03
O -0.499614 0.725320 1.782296 -0.52 -0.32 -1.08
C 3.179268 -1.198443 -1.125736 0.12 -0.09 0.19
H -1.943468 -2.446572 -4.747957 0.00 0.00 0.00
H 5.829141 0.776671 0.003784 0.00 -0.02 0.03
S 2.919640 3.761514 2.321148 -0.01 0.08 0.02
O 1.695871 -3.181328 3.009217 -0.11 -0.16 0.00
H -0.609733 1.609585 -4.381600 -0.01 0.00 0.00
C -0.528452 -0.901290 -2.039570 -0.02 -0.02 0.07
C 4.911718 0.291724 -0.280428 0.06 0.00 -0.02
C -2.596414 -0.974002 1.272835 -0.08 -0.02 -0.01
H -4.422270 -1.478181 0.242893 0.01 -0.02 0.00
C -4.069112 -1.352586 1.270395 0.03 0.00 -0.03
H -4.728871 1.192426 0.212741 0.01 -0.03 -0.01
H 5.009913 2.787235 1.478862 0.00 -0.02 0.02
H 3.089879 -3.056735 -2.153387 0.00 -0.01 0.02
O 1.315078 -1.079056 1.502252 -1.25 -1.16 0.08
C -1.498971 -1.651863 -4.165802 -0.02 -0.03 0.01
H -4.233427 -2.293778 1.796944 -0.02 0.01 0.01
C 3.194478 1.725405 0.891518 0.06 -0.07 0.14
C -0.366810 0.344514 -2.671086 -0.04 0.03 -0.03
C -4.276059 1.061117 1.197086 -0.05 -0.02 -0.02
C -4.797047 -0.176355 1.917226 -0.01 -0.01 -0.05
C 2.412720 -2.335274 -1.698952 0.03 0.00 0.01
H 1.707502 -1.989761 -2.453537 0.01 -0.02 -0.01
C 3.939582 2.678963 1.490054 0.04 0.03 -0.05
Cl -1.807156 -0.087561 -6.361316 0.01 0.00 0.02
H -4.544998 -0.127348 2.979800 0.00 -0.01 0.00
O 2.302009 -0.703494 3.951047 0.08 0.12 0.09
H 0.052812 3.400903 3.268651 -0.01 -0.03 0.00
N 2.679579 -0.207125 -0.441853 -0.52 0.15 -1.14
H -0.574205 2.741609 1.764258 0.02 0.03 0.00
C -1.315326 -0.392847 -4.714644 0.00 0.02 0.00
H 1.853296 -2.809385 -0.891209 -0.03 0.01 -0.02
C -0.748787 0.620924 -3.967180 0.00 -0.01 -0.02
Se 2.324887 -1.732221 2.702220 0.64 0.58 -0.03
Ir 0.691022 0.283285 0.270893 3.20 1.40 1.17
C 3.646598 0.627174 0.058371 0.05 -0.02 -0.01
H -5.883223 -0.258015 1.837386 0.00 0.00 0.01
Cl -1.345460 -3.465402 -2.179077 -0.01 0.01 0.00
C -1.113088 -1.890548 -2.862854 0.01 0.00 -0.07
O -0.161968 -1.189423 -0.829913 -0.49 -0.19 0.14
O 3.768561 -1.794122 1.941709 0.12 -0.04 0.07
S 4.887151 -1.134782 -1.209573 -0.03 -0.06 0.07
C 0.177107 3.400602 2.185555 0.01 0.10 -0.05
H -1.983486 -1.499890 0.541525 0.05 0.05 0.03
N 1.830242 1.834127 1.114626 0.01 -0.26 0.04
S -2.474103 0.787386 0.850946 -0.58 -0.07 0.27
```
Forces are in eV/Å.

***

Record 2
DFT (ωB97M-V/def2-TZVPD) results for an isolated ion of composition C4H10NO and charge +1.

## Properties
Total charge = +1
Gap between HOMO and LUMO = 12.52 eV
SMILES = C[C@@H]1[NH2+][C@]1(C)O
E = -288.05936 a.u.

Structure (XYZ):
```
16
Properties=species:S:1:pos:R:3:forces:R:3
C -2.192252 0.330458 -0.365915 3.74 -0.32 0.99
C -0.604790 -0.413148 -0.475110 -5.33 2.02 -0.69
H 2.210383 -0.953368 -0.467812 -0.66 1.25 -0.37
H 0.986942 2.242996 0.810475 -0.53 -1.87 -0.58
H -2.645072 0.052788 0.599110 0.01 -0.49 -0.55
H -0.540034 -0.693989 1.709747 0.67 -0.42 -1.72
C 0.535626 0.299482 0.091781 2.59 2.21 0.82
H 2.879087 0.500254 0.148737 -2.18 0.33 -0.51
H -1.876926 1.415657 -0.137484 -1.16 -1.36 -1.51
O 0.382530 1.449897 0.886764 -1.06 -0.02 -0.19
C 1.931121 0.157457 -0.416025 2.25 -1.79 -2.58
H 0.425913 -1.748864 0.696796 0.75 -0.91 0.42
H -2.726058 -0.098325 -1.255560 0.32 1.38 0.94
H 1.923077 0.528707 -1.536523 0.37 -0.58 2.32
N -0.053518 -0.885294 0.777704 -0.97 0.20 2.72
H -0.719675 -1.114677 -1.315481 1.21 0.34 0.49
```
Forces are in eV/Å.

***

Record 3
DFT (ωB97M-V/def2-TZVPD) results for C13H27ClIN2OP2Ru as an isolated structure.

## Properties
Total charge = +2
Spin multiplicity = 6
Gap between HOMO and LUMO (spin up / spin down) = 7.09 / 6.04 eV
E = -2230.82930 a.u.

Structure (XYZ):
```
48
Properties=species:S:1:pos:R:3:forces:R:3
H 1.456665 1.322047 4.022686 0.06 -0.32 -0.50
C 0.518108 3.045157 1.600180 0.06 0.76 0.27
H 1.339059 -0.638459 -3.147089 -0.94 -0.48 -0.67
H 0.385049 3.636939 2.502678 -0.08 0.18 -0.16
C -1.204971 2.045742 3.181390 0.60 -0.51 1.98
H 1.160474 -0.359122 3.415438 0.17 0.73 -0.04
C 1.529444 -2.628235 1.715492 0.40 0.33 -0.08
H -0.405289 -1.576471 2.107394 2.27 -2.30 0.47
C 0.311476 -0.948945 -3.505148 0.35 -0.30 -0.57
H 0.338475 -1.571022 -4.430221 0.25 0.76 0.42
C 3.042509 -2.115435 -0.041060 -0.28 -1.67 -0.45
C 0.105097 -3.581651 -1.992164 0.27 -0.96 -0.20
I -2.495082 0.888512 1.618281 -3.45 -3.51 -4.28
C 0.902977 2.325338 -1.564368 2.16 0.86 -1.22
H -0.215062 3.336429 0.826710 0.44 0.34 0.23
H -0.174032 -3.916362 -0.962225 0.06 0.12 -0.92
H -2.695954 -2.126262 -1.068022 1.03 0.25 -2.00
N 1.713023 -2.145741 0.415735 2.48 0.08 2.52
H 3.320497 -1.352035 -0.816767 -0.60 -1.16 0.50
H 0.262137 1.778405 -2.280135 0.63 0.81 0.70
H 4.835396 -3.343515 -0.188069 -0.16 0.51 0.41
Cl -1.384557 0.925685 -1.368623 -0.81 -1.54 1.18
C 3.942600 -3.096098 0.393163 -0.30 1.14 0.00
H 0.193393 -2.851211 3.236263 -0.24 0.31 -0.38
C 2.582386 -3.367099 2.420253 -1.15 0.80 -2.40
O 1.969825 1.447253 0.491347 -2.31 -1.28 -3.78
Ru 0.305206 -1.050595 -0.452325 -0.85 4.40 2.73
H 1.961597 2.264088 -2.012886 -1.17 0.33 0.99
H 2.356472 0.674231 2.567898 -0.43 0.05 0.39
C 1.402083 0.682265 3.118892 0.29 -0.44 0.79
H 0.610962 3.445747 -1.580525 0.31 -1.92 0.54
H -0.831574 2.743959 3.936718 0.10 -0.05 0.08
C -2.255900 -1.811710 -2.106446 -0.65 -0.22 -0.25
H -2.497755 -0.702183 -2.228780 -0.04 -2.03 -0.28
C 0.933223 1.591833 -0.187913 4.75 0.51 -1.65
C 3.719800 -3.691292 1.653387 -1.75 -0.06 1.36
N 0.333163 -2.349951 2.362077 -0.84 0.77 -0.73
H -0.369445 -4.201186 -2.762968 0.29 -0.28 0.28
H -0.303684 -0.037120 -3.615548 0.30 -0.56 -0.20
H 4.388892 -4.393783 2.139630 0.35 0.14 -0.47
H -1.735036 1.200687 3.699534 0.68 1.15 0.61
H -2.595302 -2.486497 -2.954675 -0.23 0.84 1.10
H 1.550812 3.088434 1.246735 -0.76 0.99 0.46
H -1.966179 2.578811 2.541052 1.41 1.05 1.61
P 0.115036 1.304390 1.992599 -0.97 2.03 3.04
H 2.328876 -3.703617 3.433236 0.58 0.01 -0.51
H 1.207112 -3.587338 -2.067499 -0.49 -0.26 -0.12
P -0.427791 -1.909923 -2.180560 -1.79 -0.41 -0.80
```
Forces are in eV/Å.

***

Record 4
DFT (ωB97M-V/def2-TZVPD) results for an isolated ion of composition C7H9O3S and charge -1.

## Properties
Total charge = -1
Gap between HOMO and LUMO = 7.18 eV
SMILES = C[C@H]1CS[C@@](C)(C(=O)[O-])C1=O
E = -896.07705 a.u.

Structure (XYZ):
```
20
Properties=species:S:1:pos:R:3:forces:R:3
H 2.215091 0.421784 -2.384248 1.03 2.23 -1.12
H -2.412403 -1.494444 1.308607 0.09 0.08 -1.05
C 1.842031 -0.234148 0.943894 -1.36 0.29 -3.01
O 2.700585 -1.050368 0.717738 2.08 -1.57 1.21
C -0.891550 1.549456 0.328874 -0.12 -0.52 -1.32
O 1.363414 0.333940 1.907544 -0.39 0.51 1.19
H -1.745111 2.131002 0.027789 0.30 1.38 0.42
C 1.931512 -0.320212 -1.737602 -2.59 -3.88 -0.73
C -1.441257 0.157699 0.059694 -1.13 -0.01 -2.13
H 2.735853 -0.949304 -1.378321 0.24 -0.06 -0.30
H -2.736443 0.138884 1.777024 1.19 -0.30 0.16
H -0.433667 1.670648 1.262036 -0.52 0.15 1.94
H -2.290431 0.328044 -0.751215 1.68 -0.83 1.38
S 0.607381 1.824254 -0.663389 -0.28 0.07 -0.89
H 1.197308 -0.971896 -2.441434 1.80 1.02 1.52
C -0.325271 -0.663234 -0.544248 2.13 -0.16 -0.89
C -1.940501 -0.503891 1.311069 -1.87 0.06 0.34
H -1.039192 -0.673627 1.835385 0.69 0.35 1.66
C 1.121991 0.074560 -0.555349 -2.65 0.67 1.22
O -0.459338 -1.769146 -1.023839 -0.31 0.52 0.40
```
Forces are in eV/Å.

***

Record 5
DFT (ωB97M-V/def2-TZVPD) results for C29H42ClCrGeNO11PS2Se as an isolated structure.

## Properties
Total charge = 0
Spin multiplicity = 2
Gap between HOMO and LUMO (spin up / spin down) = 7.41 / 7.99 eV
E = -9133.50797 a.u.

Structure (XYZ):
```
90
Properties=species:S:1:pos:R:3:forces:R:3
H 4.064208 3.626761 -4.918422 0.04 -0.01 -0.02
H -2.456933 -1.437316 -0.976592 0.05 0.05 0.01
H -1.223295 -0.959998 -3.597849 0.07 -0.22 0.08
H -0.902424 5.408831 -3.222079 -0.04 0.08 -0.02
H 4.031221 4.341137 -3.298441 0.03 0.01 0.02
H -1.763309 -4.608255 -4.537477 0.00 -0.04 0.01
O 1.688962 -2.484853 0.721230 -0.23 0.68 -0.18
Se -0.061622 -1.889187 -1.515959 -0.90 -0.29 -1.05
H -0.299516 5.805850 0.073648 -0.08 0.01 0.10
H -4.979763 -4.130607 -3.239369 0.02 -0.03 -0.02
H 5.011817 -2.092653 -2.659501 -0.04 -0.03 -0.03
O 1.873085 0.280860 1.904272 0.26 -0.23 -0.52
H 2.143863 5.570895 -0.249513 0.03 0.05 -0.05
Cr 1.093330 -0.693952 0.185731 -0.75 0.93 0.78
S 0.793538 -0.273066 2.735029 -0.59 0.24 1.80
O -0.146546 -0.965782 1.815018 -0.04 0.07 -0.51
H -1.817146 -2.782418 -0.033330 -0.03 -0.01 0.01
P 1.053250 3.379890 -1.427120 0.14 1.07 -0.92
O -1.739978 0.523052 -0.134859 0.19 0.42 0.06
N 2.669405 -0.388923 -0.976923 0.88 0.30 -0.29
C -4.563399 -3.401105 -2.545552 0.40 -0.05 0.10
H 0.445760 -0.339135 -3.429726 -0.02 -0.05 0.01
C -2.730737 4.033003 1.948083 -0.06 -0.01 0.04
Ge -2.624140 -3.719492 -2.301067 -0.27 -0.13 -0.04
H -2.242907 2.824680 -2.302198 0.01 0.03 0.12
C 4.684762 0.874649 -1.090109 0.17 0.00 -0.04
O 1.226213 4.945149 -2.001026 -0.14 -0.41 0.11
H 2.090327 6.728439 -1.594849 0.04 -0.06 0.07
H 0.455480 -0.814292 5.435689 0.00 -0.02 0.07
H -1.731725 4.254568 -4.268993 -0.03 -0.02 -0.01
H 2.867703 1.453765 -0.092691 0.03 0.00 0.07
H -2.236580 -2.919577 -4.726683 -0.01 0.05 0.00
H 0.395549 4.758307 3.046500 -0.01 0.00 0.05
C -1.129969 2.460081 1.078454 0.25 -0.06 0.08
H 2.205425 2.100493 -4.306701 -0.02 0.02 0.01
O 0.418593 1.096802 -0.130402 0.16 -1.50 0.39
C -2.441572 2.905487 1.200994 0.09 -0.06 -0.06
O 3.582684 -3.839560 1.379672 -0.44 -0.06 0.09
H 4.525441 2.650462 -3.504958 0.06 0.02 -0.05
H -1.572474 4.058498 -1.221974 0.00 -0.06 0.08
C -1.714586 4.687142 -3.268656 0.14 -0.20 0.08
C 1.519996 -1.544124 3.753353 -0.12 0.16 -0.11
C -0.479183 -0.575111 -2.905710 0.19 0.21 0.35
H -0.847701 0.313170 -2.399936 0.00 0.00 -0.04
C -0.110351 3.114973 1.760833 -0.12 0.03 -0.02
C 5.305627 -0.135161 -1.803610 -0.23 -0.04 0.07
C -1.697836 4.693879 2.597252 0.06 -0.13 -0.18
H 3.548652 -4.228328 3.670228 0.00 -0.05 0.08
O 2.170388 2.633813 -2.334709 0.06 0.03 0.23
C 1.615967 -2.572734 5.921174 0.11 -0.05 -0.04
C 4.571097 -1.270930 -2.115327 0.07 0.11 -0.07
C 3.377701 0.706721 -0.681172 0.02 0.01 -0.07
C 2.399053 -2.500357 3.253420 -0.11 -0.05 -0.29
H -2.384896 -6.280858 -2.238567 -0.01 0.01 -0.03
H 0.897903 2.733938 1.708009 0.04 0.02 -0.06
H -1.240153 -5.504162 -1.136817 0.02 -0.06 0.02
H -0.698846 -3.326462 -3.939484 0.05 -0.06 -0.12
H -3.223533 2.357847 0.692814 -0.02 0.02 -0.02
C 1.517769 5.968479 -1.058054 -0.02 0.18 0.20
H 2.669670 -2.228250 -1.926062 -0.01 0.00 0.12
H -3.744680 4.396725 2.034976 -0.01 0.03 0.00
C 2.411851 2.987117 -3.702574 0.05 0.00 -0.20
C -1.737637 -3.627112 -4.066200 -0.13 0.05 0.34
H 1.735016 3.783810 -4.009815 -0.04 -0.07 -0.02
S 2.952212 -2.558198 1.547687 1.75 -0.83 0.11
H -5.101012 -3.478581 -1.601732 0.01 0.00 0.04
C 3.854004 3.428717 -3.867359 -0.22 -0.07 0.12
C -2.266989 -5.486316 -1.502973 -0.01 0.31 -0.13
H 2.862021 -4.314974 6.065979 0.01 0.01 0.02
H -2.662622 5.192372 -3.080616 -0.03 0.02 -0.05
C -0.392560 4.234709 2.523661 0.05 0.06 0.03
C -1.887842 -2.360197 -1.036013 0.08 -0.24 -0.23
H 6.339124 -0.049809 -2.109908 0.02 0.03 0.01
O -0.222391 2.978973 -2.379687 0.08 -0.21 0.03
H 1.309450 -2.595502 6.958014 0.00 -0.02 0.01
C 1.135961 -1.577152 5.084791 -0.07 0.09 -0.10
C 2.879199 -3.493568 4.093550 0.01 0.07 -0.16
C 2.488562 -3.529061 5.423613 -0.05 0.03 0.06
H 5.215245 1.778381 -0.828913 -0.04 0.04 0.03
H -4.729688 -2.405494 -2.955410 0.01 0.03 -0.01
C 3.261414 -1.350339 -1.697634 -0.04 -0.16 -0.16
C -1.490606 3.612447 -2.216288 -0.10 0.25 -0.12
H -0.390524 6.961447 -1.264145 0.00 0.02 -0.01
H -2.937525 -5.686042 -0.668304 0.00 0.04 0.03
O 0.159815 0.663803 3.611866 0.14 -0.18 0.01
C 0.250595 6.571349 -0.473563 0.15 -0.13 -0.16
H 0.501414 7.383773 0.208488 -0.04 0.01 0.06
C -0.838995 1.266315 0.228336 -0.94 -0.12 -0.45
Cl -2.044110 6.135144 3.490542 -0.03 0.11 0.11
O 3.799513 -1.428327 1.280669 0.04 -0.01 0.31
```
Forces are in eV/Å.